{
  "formula": "C9H13BN2Ti",
  "method": "ωB97M-V/def2-TZVPD",
  "elements": ["C", "C", "C", "C", "C", "Ti", "C", "C", "C", "N", "H", "H", "H", "H", "H", "H", "H", "H", "H", "H", "B", "C", "N", "H", "H", "H"],
  "xyz": [[0.10, -1.29, -1.84], [-1.22, -1.38, -1.29], [-1.13, -1.94, 0.01], [0.24, -2.26, 0.29], [1.00, -1.96, -0.91], [0.86, -0.11, 0.04], [-1.39, 1.99, -1.14], [-0.84, 2.75, -2.12], [0.33, 3.00, -2.71], [2.58, -0.03, 0.24], [-1.97, -2.17, 0.66], [-2.14, -1.15, -1.82], [0.60, -2.84, 1.13], [2.02, -2.26, -1.11], [0.36, -1.02, -2.87], [-2.11, 1.23, -1.41], [2.73, 0.73, -0.50], [-1.44, 2.20, -0.07], [0.37, 3.56, -3.62], [1.36, 2.69, -2.42], [-0.05, 0.00, 4.54], [-0.11, 0.10, 3.03], [-0.08, 0.22, 1.84], [-1.01, 0.54, 5.07], [0.96, 0.56, 4.94], [-0.01, -1.17, 4.90]],
  "nbo_charge": [-0.407, -0.292, -0.270, -0.374, -0.368, 1.073, -0.422, 0.047, -0.505, -1.023, 0.220, 0.208, 0.238, 0.255, 0.227, 0.221, 0.307, 0.227, 0.191, 0.223, -0.619, 0.456, -0.655, 0.009, 0.021, 0.012],
  "homo_ev": [-3.357, -4.543],
  "charge": -1,
  "multiplicity": 2,
  "relative_energy_ev": 3.855,
  "homo_lumo_gap_ev": [5.798, 6.962]
}

=====

{
  "formula": "C5H15N3",
  "method": "ωB97M-V/def2-TZVPD",
  "elements": ["N", "C", "C", "N", "C", "C", "C", "N", "H", "H", "H", "H", "H", "H", "H", "H", "H", "H", "H", "H", "H", "H", "H"],
  "xyz": [[0.85, -3.10, 1.23], [-0.14, -2.04, 0.92], [0.40, -0.68, 0.26], [-0.38, 0.46, 0.48], [-0.98, 0.78, 1.85], [0.25, 1.52, -0.23], [-0.38, 1.27, -1.73], [-0.06, 1.90, -3.03], [1.67, -2.74, 1.69], [1.00, -3.70, 0.44], [-0.57, -1.77, 1.92], [-0.90, -2.29, 0.23], [0.47, -0.92, -0.91], [1.49, -0.77, 0.41], [-2.06, 0.91, 1.75], [-0.44, 1.77, 2.21], [-0.74, 0.05, 2.57], [1.42, 1.29, -0.21], [0.03, 2.47, 0.34], [-0.39, 0.23, -1.95], [-1.48, 1.87, -1.56], [0.01, 1.26, -3.77], [0.94, 2.22, -2.91]],
  "nbo_charge": [-0.906, -0.323, -0.571, -0.502, -0.438, -0.288, -0.319, -0.885, 0.354, 0.346, 0.153, 0.188, 0.132, 0.154, 0.187, 0.168, 0.197, 0.161, 0.196, 0.186, 0.144, 0.330, 0.334],
  "homo_ev": [1.226, -4.848],
  "charge": -1,
  "multiplicity": 2,
  "relative_energy_ev": 3.205,
  "homo_lumo_gap_ev": [2.823, 8.790]
}

=====

{
  "formula": "C5H16Cl3GeN8Zr",
  "method": "ωB97M-V/def2-TZVPD",
  "elements": ["Zr", "N", "C", "C", "N", "C", "C", "N", "H", "H", "H", "H", "H", "H", "H", "H", "H", "H", "H", "H", "H", "Cl", "Ge", "Cl", "Cl", "N", "N", "N", "C", "N", "N", "H", "H", "H"],
  "xyz": [[0.41, 0.14, -1.01], [2.51, 0.09, -0.05], [2.53, -1.07, 0.88], [1.35, -0.93, 1.82], [0.05, -0.87, 1.04], [-0.61, -2.22, 0.92], [-0.25, -2.86, -0.40], [-0.62, -1.90, -1.47], [3.28, 0.00, -0.72], [2.74, 0.93, 0.48], [3.45, -1.10, 1.47], [2.51, -2.00, 0.31], [1.46, -0.01, 2.40], [1.33, -1.75, 2.54], [-0.58, -0.33, 1.64], [-1.69, -2.08, 0.97], [-0.34, -2.87, 1.76], [-0.78, -3.81, -0.49], [0.81, -3.10, -0.47], [-1.64, -1.82, -1.49], [-0.38, -2.30, -2.38], [1.38, 2.32, -1.88], [0.93, 1.27, -3.96], [1.79, -0.69, -2.93], [-1.14, 0.67, -2.94], [-3.66, 3.16, 0.08], [-2.41, 2.86, 0.30], [-1.62, 3.68, 0.99], [-0.49, 3.03, 0.97], [-0.61, 1.83, 0.28], [-1.83, 1.73, -0.14], [-4.01, 4.06, 0.46], [-4.28, 2.53, -0.44], [0.40, 3.41, 1.45]],
  "nbo_charge": [1.881, -0.915, -0.263, -0.247, -0.731, -0.248, -0.259, -0.910, 0.458, 0.433, 0.291, 0.235, 0.235, 0.280, 0.424, 0.239, 0.277, 0.290, 0.232, 0.432, 0.455, -0.365, 1.320, -0.348, -0.364, -0.192, 0.191, -0.107, 0.236, -0.316, 0.053, 0.508, 0.489, 0.308],
  "homo_ev": [-23.576, -23.573],
  "charge": 4,
  "multiplicity": 2,
  "homo_lumo_gap_ev": [8.549, 5.457]
}

=====

Please write out number 3 again, unchanged.
{
  "formula": "C5H16Cl3GeN8Zr",
  "method": "ωB97M-V/def2-TZVPD",
  "elements": ["Zr", "N", "C", "C", "N", "C", "C", "N", "H", "H", "H", "H", "H", "H", "H", "H", "H", "H", "H", "H", "H", "Cl", "Ge", "Cl", "Cl", "N", "N", "N", "C", "N", "N", "H", "H", "H"],
  "xyz": [[0.41, 0.14, -1.01], [2.51, 0.09, -0.05], [2.53, -1.07, 0.88], [1.35, -0.93, 1.82], [0.05, -0.87, 1.04], [-0.61, -2.22, 0.92], [-0.25, -2.86, -0.40], [-0.62, -1.90, -1.47], [3.28, 0.00, -0.72], [2.74, 0.93, 0.48], [3.45, -1.10, 1.47], [2.51, -2.00, 0.31], [1.46, -0.01, 2.40], [1.33, -1.75, 2.54], [-0.58, -0.33, 1.64], [-1.69, -2.08, 0.97], [-0.34, -2.87, 1.76], [-0.78, -3.81, -0.49], [0.81, -3.10, -0.47], [-1.64, -1.82, -1.49], [-0.38, -2.30, -2.38], [1.38, 2.32, -1.88], [0.93, 1.27, -3.96], [1.79, -0.69, -2.93], [-1.14, 0.67, -2.94], [-3.66, 3.16, 0.08], [-2.41, 2.86, 0.30], [-1.62, 3.68, 0.99], [-0.49, 3.03, 0.97], [-0.61, 1.83, 0.28], [-1.83, 1.73, -0.14], [-4.01, 4.06, 0.46], [-4.28, 2.53, -0.44], [0.40, 3.41, 1.45]],
  "nbo_charge": [1.881, -0.915, -0.263, -0.247, -0.731, -0.248, -0.259, -0.910, 0.458, 0.433, 0.291, 0.235, 0.235, 0.280, 0.424, 0.239, 0.277, 0.290, 0.232, 0.432, 0.455, -0.365, 1.320, -0.348, -0.364, -0.192, 0.191, -0.107, 0.236, -0.316, 0.053, 0.508, 0.489, 0.308],
  "homo_ev": [-23.576, -23.573],
  "charge": 4,
  "multiplicity": 2,
  "homo_lumo_gap_ev": [8.549, 5.457]
}